ORCA calculation (wB97M-V/def2-TZVPD) on the molecule C11H13N.

Summary:
Frontier orbital gap in eV: 9.27
HOMO level in eV: -8.2768
Relative energy (zero: lowest compared OMol25 entry of this formula, charge and spin) in kcal/mol: 60.2
Structure (SMILES): c1ccc2c(c1)[C@@H]1CCN[C@H]2C1
E in eV: -13105.535

Last columns: bonded neighbours and bond lengths (Å).
Geometry (Å):
1 C 1.648 0.748 2.642  C2 1.312, C6 1.495, H13 1.222
2 C 0.593 1.526 2.690  C1 1.312, C3 1.426, H14 1.128
3 C -0.539 1.553 1.824  C2 1.426, C4 1.361, H15 1.089
4 C -0.413 0.604 0.857  C3 1.361, C5 1.418, C11 1.565
5 C 0.724 -0.208 0.619  C4 1.418, C6 1.316, C7 1.592
6 C 1.743 -0.149 1.451  C1 1.495, C5 1.316, H16 1.099
7 C 0.394 -1.254 -0.535  C5 1.592, C8 1.569, C12 1.582, H17 1.124
8 C 0.561 -0.849 -2.041  C7 1.569, C9 1.513, H18 1.116, H19 1.133
9 C -0.625 -0.010 -2.468  C8 1.513, N10 1.482, H20 1.072, H21 1.024
10 N -1.293 0.856 -1.469  C9 1.482, C11 1.588, H22 0.945
11 C -1.561 0.118 -0.089  C4 1.565, N10 1.588, C12 1.539, H23 1.132
12 C -1.174 -1.348 -0.351  C7 1.582, C11 1.539, H24 1.155, H25 1.055
13 H 2.746 0.944 3.141  C1 1.222
14 H 0.667 2.219 3.577  C2 1.128
15 H -1.280 2.333 1.988  C3 1.089
16 H 2.702 -0.668 1.316  C6 1.099
17 H 0.952 -2.217 -0.379  C7 1.124
18 H 0.564 -1.792 -2.637  C8 1.116
19 H 1.546 -0.327 -2.240  C8 1.133
20 H -1.248 -0.717 -2.980  C9 1.072
21 H -0.250 0.653 -3.152  C9 1.024
22 H -0.868 1.694 -1.378  N10 0.945
23 H -2.674 0.233 0.079  C11 1.132
24 H -1.241 -1.997 0.602  C12 1.155
25 H -1.673 -1.943 -1.066  C12 1.055

So, what does the Löwdin scheme give us? The charges, in e, come out as: number 1, C, carries -0.10; number 2, C, carries -0.16; number 3, C, carries -0.01; number 4, C, carries -0.15; number 5, C, carries -0.16; number 6, C, carries -0.04; number 7, C, carries -0.19; number 8, C, carries -0.16; number 9, C, carries -0.24; number 10, N, carries 0.02; number 11, C, carries -0.17; number 12, C, carries -0.12; number 13, H, carries 0.16; number 14, H, carries 0.12; number 15, H, carries 0.12; number 16, H, carries 0.11; number 17, H, carries 0.14; number 18, H, carries 0.12; number 19, H, carries 0.12; number 20, H, carries 0.10; number 21, H, carries 0.08; number 22, H, carries 0.05; number 23, H, carries 0.15; number 24, H, carries 0.15; number 25, H, carries 0.09